DFT (ωB97M-V/def2-TZVPD) results for a molecular structure, C27H36N9O6S5Sc.

Element x y z (Å)
1 Sc 0.15525 -0.71911 0.92485
2 N 6.29181 3.27072 -2.90875
3 C 5.35484 3.07350 -1.90415
4 C 4.04177 2.71326 -2.22161
5 C 3.12198 2.47173 -1.22042
6 C 3.50709 2.57915 0.10944
7 C 4.80724 2.92473 0.44078
8 C 5.72514 3.17726 -0.56129
9 S 2.32918 2.26153 1.37191
10 O 2.92410 2.55339 2.64722
11 O 1.12127 2.99071 1.03219
12 N 1.92381 0.70399 1.22662
13 C 2.87982 -0.27456 1.27617
14 N 2.32045 -1.47248 1.03380
15 C 3.07125 -2.55950 1.09450
16 C 4.42875 -2.45552 1.34556
17 C 4.92421 -1.17456 1.53677
18 N 4.17340 -0.07714 1.51752
19 H 5.92505 3.50710 -3.81537
20 H 7.10010 3.81455 -2.65695
21 H 3.75186 2.61447 -3.26127
22 H 2.10716 2.18747 -1.47149
23 H 5.08930 2.97942 1.48305
24 H 6.74411 3.44354 -0.30633
25 H 2.55763 -3.50103 0.93122
26 H 5.06416 -3.32630 1.38963
27 H 5.98177 -1.01857 1.72301
28 C -3.35455 6.59969 2.54620
29 C -2.80821 5.47615 1.71054
30 C -3.27338 4.17319 1.88331
31 C -2.74464 3.12567 1.15067
32 C -1.73401 3.38574 0.23680
33 C -1.24254 4.66651 0.05638
34 C -1.79507 5.70852 0.78469
35 S -0.99256 2.04344 -0.65971
36 C -2.31688 1.73886 -1.82493
37 O -1.12815 0.86275 0.28645
38 H -4.34268 6.35877 2.93551
39 H -3.42449 7.52349 1.97231
40 H -2.69963 6.78933 3.39942
41 H -4.04844 3.97640 2.61388
42 H -3.08600 2.10946 1.30861
43 H -0.41148 4.84028 -0.61542
44 H -1.41205 6.71309 0.65130
45 H -3.23533 1.54378 -1.27380
46 H -2.03041 0.86846 -2.41423
47 H -2.42683 2.61503 -2.46382
48 C -1.80710 -4.60466 -3.30938
49 C -1.95133 -3.22027 -2.70325
50 N -0.66337 -2.62760 -2.33943
51 C -0.18815 -1.45113 -2.69507
52 S 0.93882 -0.59381 -1.72308
53 N -0.55663 -0.87135 -3.86542
54 C -0.87490 -1.57262 -5.11014
55 C -2.15564 -1.06176 -5.74741
56 H -2.79275 -5.02814 -3.50568
57 H -1.29159 -5.26134 -2.60963
58 H -1.24532 -4.59038 -4.24548
59 H -2.51827 -3.28447 -1.77251
60 H -2.48497 -2.53576 -3.35965
61 H -0.27304 -3.03267 -1.48396
62 H -0.10594 0.02307 -3.98657
63 H -0.93709 -2.63692 -4.90407
64 H -0.03528 -1.43904 -5.79751
65 H -3.00850 -1.20813 -5.08360
66 H -2.35272 -1.58538 -6.68279
67 H -2.08083 0.00397 -5.97013
68 O 0.06264 -2.50581 2.14388
69 S -1.01977 -3.18109 1.32364
70 O -1.40735 -2.01344 0.40741
71 O -2.12985 -3.61182 2.12653
72 S -0.20371 -4.59580 0.22502
73 N -1.01326 3.33111 4.61088
74 C -1.20384 1.99146 4.35892
75 C -0.67799 1.41158 3.19458
76 N -0.85667 0.12976 2.92720
77 C -1.57783 -0.60234 3.79122
78 C -2.11460 -0.00366 4.91273
79 N -1.92981 1.28278 5.21068
80 H -0.20966 3.75219 4.17108
81 H -1.16223 3.59930 5.57028
82 H -0.12189 2.01326 2.48804
83 H -1.71583 -1.65028 3.57043
84 H -2.71164 -0.58402 5.60489

Properties
Largest force on an atom = 0.50 eV/A
Orbital gap = 0.291 Ha
Relative energy (zero: lowest compared OMol25 entry of this formula, charge and spin) = 2.7 kcal/mol
Lowest unoccupied orbital energy = 0.087 eV
Molecular weight = 787.9 g mol⁻¹

Formally, the Löwdin partial charges of the atoms, in units of the elementary charge, are as follows: number 1, Sc, carries 0.86; number 2, N, carries 0.10; number 3, C, carries -0.32; number 4, C, carries -0.03; number 5, C, carries -0.06; number 6, C, carries -0.30; number 7, C, carries -0.06; number 8, C, carries -0.03; number 9, S, carries 0.60; number 10, O, carries -0.29; number 11, O, carries -0.36; number 12, N, carries -0.16; number 13, C, carries -0.47; number 14, N, carries 0.01; number 15, C, carries -0.08; number 16, C, carries -0.04; number 17, C, carries -0.10; number 18, N, carries 0.16; number 19, H, carries 0.09; number 20, H, carries 0.09; number 21, H, carries 0.11; number 22, H, carries 0.08; number 23, H, carries 0.11; number 24, H, carries 0.11; number 25, H, carries 0.10; number 26, H, carries 0.10; number 27, H, carries 0.11; number 28, C, carries -0.05; number 29, C, carries -0.26; number 30, C, carries -0.03; number 31, C, carries -0.06; number 32, C, carries -0.40; number 33, C, carries -0.07; number 34, C, carries -0.03; number 35, S, carries 0.96; number 36, C, carries -0.20; number 37, O, carries -0.61; number 38, H, carries 0.08; number 39, H, carries 0.08; number 40, H, carries 0.09; number 41, H, carries 0.12; number 42, H, carries 0.12; number 43, H, carries 0.12; number 44, H, carries 0.12; number 45, H, carries 0.07; number 46, H, carries 0.03; number 47, H, carries 0.07; number 48, C, carries -0.08; number 49, C, carries -0.22; number 50, N, carries 0.01; number 51, C, carries -0.76; number 52, S, carries 0.72; number 53, N, carries -0.01; number 54, C, carries -0.23; number 55, C, carries -0.08; number 56, H, carries 0.08; number 57, H, carries 0.06; number 58, H, carries 0.06; number 59, H, carries 0.12; number 60, H, carries 0.10; number 61, H, carries 0.00; number 62, H, carries 0.11; number 63, H, carries 0.09; number 64, H, carries 0.12; number 65, H, carries 0.07; number 66, H, carries 0.08; number 67, H, carries 0.07; number 68, O, carries -0.49; number 69, S, carries 0.07; number 70, O, carries -0.50; number 71, O, carries -0.36; number 72, S, carries 0.32; number 73, N, carries 0.14; number 74, C, carries -0.36; number 75, C, carries -0.06; number 76, N, carries 0.03; number 77, C, carries -0.08; number 78, C, carries -0.10; number 79, N, carries 0.13; number 80, H, carries 0.10; number 81, H, carries 0.10; number 82, H, carries 0.08; number 83, H, carries 0.09; number 84, H, carries 0.11